1.
Formula: C5H13NO2
Source: OMol25
Level of theory: the ωB97M-V functional and the def2-TZVPD basis

total charge: 0
strongest force on any atom: 2.0 eV Å⁻¹
ΔE to the lowest compared entry with this formula, charge and spin: 267.4 kJ/mol
SMILES string: OCCCCNCO
E_tot: -403.4747 hartree
highest occupied orbital energy: -9.0 eV

Each line ends with the natural charge from an NBO analysis.
Atoms and positions in Å:
O 0.7532 -3.1000 -1.1746  -0.732
C 1.0672 -1.8796 -1.8595  -0.080
C -0.0050 -0.8833 -1.3465  -0.420
C 0.4187 0.3727 -0.5250  -0.421
C 0.5866 0.2005 0.9577  -0.232
N 0.0132 1.2631 1.8000  -0.626
C -1.3107 1.7368 1.4736  0.059
O -2.0220 2.0408 2.6772  -0.711
H 0.9972 -3.8673 -1.6814  0.468
H 2.1371 -1.7453 -1.6454  0.172
H 0.9261 -1.8470 -2.9340  0.168
H -0.6552 -0.5324 -2.1698  0.201
H -0.8389 -1.3868 -0.8321  0.226
H 1.2997 0.8090 -1.0494  0.200
H -0.4289 1.0331 -0.7069  0.202
H 1.6187 0.0345 1.2946  0.204
H 0.1276 -0.7424 1.2737  0.196
H 0.6336 2.0632 1.8368  0.349
H -2.0056 0.9947 1.0734  0.173
H -1.4191 2.4676 0.6547  0.145
H -1.8936 2.9683 2.8832  0.460


2.
Formula: C5H13NO2
Source: OMol25
Level of theory: the ωB97M-V functional and the def2-TZVPD basis

total charge: 0
strongest force on any atom: 6.6 eV Å⁻¹
ΔE to the lowest compared entry with this formula, charge and spin: 343.0 kJ/mol
SMILES string: N[C@H](CO)CCCO
E_tot: -403.4460 hartree
highest occupied orbital energy: -9.2 eV

Each line ends with the natural charge from an NBO analysis.
Atoms and positions in Å:
N 1.0678 0.8359 1.7421  -0.836
C 0.6994 0.5321 0.4625  -0.067
C 1.0796 1.8290 -0.3287  -0.044
O 1.8511 1.5541 -1.4415  -0.734
C -0.8165 0.3775 0.1363  -0.408
C -1.4446 -1.0448 0.3483  -0.443
C -1.3030 -1.8740 -0.7831  -0.070
O 0.1009 -2.2431 -0.9720  -0.729
H 2.0641 0.8378 1.9358  0.375
H 0.7524 0.1559 2.4237  0.348
H 1.3003 -0.3227 -0.1693  0.158
H 0.2441 2.3215 -0.5962  0.152
H 1.6078 2.6026 0.2231  0.171
H 1.3795 1.3667 -2.2866  0.476
H -1.1287 1.1058 0.8555  0.214
H -1.1357 0.6949 -0.8772  0.209
H -1.0057 -1.5990 1.1503  0.199
H -2.5026 -0.8583 0.6233  0.223
H -1.9113 -2.7304 -0.5827  0.167
H -1.4894 -1.5216 -1.8241  0.185
H 0.5904 -2.0201 -0.0394  0.455


3.
Formula: C5H13NO2
Source: OMol25
Level of theory: the ωB97M-V functional and the def2-TZVPD basis

total charge: 0
strongest force on any atom: 2.0 eV Å⁻¹
ΔE to the lowest compared entry with this formula, charge and spin: 706.7 kJ/mol
E_tot: -403.3074 hartree
highest occupied orbital energy: -7.2 eV

Each line ends with the natural charge from an NBO analysis.
Atoms and positions in Å:
C 3.0165 -0.2161 -0.0303  -0.294
N 1.7983 -0.6096 -0.6878  -0.559
C -1.3890 -0.9266 -1.2832  -0.712
C -2.6661 -0.6656 -0.7426  -0.072
C -2.9018 0.4674 0.0849  0.278
O -2.0595 1.2183 0.5544  -0.518
C 2.9190 1.2676 0.3048  -0.621
H 3.8675 -0.4337 -0.6931  0.218
H 3.1110 -0.7439 0.9259  0.213
H 1.7559 -1.6353 -0.7475  0.315
H -0.8480 -1.7331 -0.7356  0.279
H -1.5410 -1.3635 -2.2934  0.250
H -3.5429 -1.2690 -0.9371  0.204
H -0.7218 -0.0672 -1.3854  0.277
H -3.9497 0.6963 0.3198  0.120
H 2.3995 1.8643 -0.4331  0.217
H 3.9051 1.7052 0.4186  0.202
H 2.4219 1.4099 1.2596  0.225
H -0.5502 0.0715 1.3928  0.482
H 0.7207 -0.6601 0.8538  0.460
O 0.2160 -0.4417 1.6590  -0.965


4.
Formula: C5H13NO2
Source: OMol25
Level of theory: the ωB97M-V functional and the def2-TZVPD basis

total charge: 0
strongest force on any atom: 6.6 eV Å⁻¹
ΔE to the lowest compared entry with this formula, charge and spin: 441.5 kJ/mol
E_tot: -403.4085 hartree
highest occupied orbital energy: -7.5 eV

Each line ends with the natural charge from an NBO analysis.
Atoms and positions in Å:
C 0.3762 -0.2670 -0.5208  0.596
C -0.6617 0.7047 -0.3689  -0.247
C 1.4940 1.3116 -0.0116  -0.475
C -2.5775 -1.2438 0.0898  -0.431
C 2.2960 0.9681 1.2229  -0.633
N -2.1502 -0.2414 -0.8549  -0.736
O 0.7028 -0.6425 -1.7758  -0.692
O 0.5575 -1.2615 0.3786  -0.715
H -0.2441 -1.4379 0.8876  0.503
H 1.3736 -1.3370 -1.7337  0.492
H -2.0412 -0.6560 -1.7776  0.347
H -0.9645 0.9138 0.6484  0.224
H -0.7318 1.4767 -1.1205  0.244
H 2.0952 1.3063 -0.9199  0.194
H 1.1007 2.3245 0.0633  0.199
H -3.6278 -1.5324 -0.0525  0.199
H -1.9976 -2.1898 0.0760  0.142
H -2.5124 -0.8338 1.1086  0.173
H 2.7870 -0.0032 1.1259  0.208
H 3.0762 1.7052 1.4315  0.209
H 1.6498 0.9354 2.1038  0.198


5.
Formula: C5H13NO2
Source: OMol25
Level of theory: the ωB97M-V functional and the def2-TZVPD basis

total charge: 0
strongest force on any atom: 6.9 eV Å⁻¹
ΔE to the lowest compared entry with this formula, charge and spin: 393.7 kJ/mol
SMILES string: C[C@@H](O)CCNCO
E_tot: -403.4267 hartree
highest occupied orbital energy: -8.7 eV

Each line ends with the natural charge from an NBO analysis.
Atoms and positions in Å:
C 0.4997 0.6576 2.5458  -0.654
C -0.4491 1.3437 1.4840  0.128
O -0.2893 2.7272 1.4635  -0.715
C -0.1726 0.8951 0.0060  -0.443
C -0.5231 -0.5951 -0.0992  -0.236
N 0.6274 -1.2879 -0.9033  -0.680
C 0.3470 -1.1022 -2.4230  0.097
O 0.7594 -2.4395 -2.9818  -0.749
H 1.4723 0.3616 2.0911  0.219
H -0.0647 -0.0028 3.0357  0.207
H 0.7923 1.1595 3.4525  0.232
H -1.4767 0.8905 1.7774  0.143
H -0.6257 3.1267 0.7170  0.466
H -1.0021 1.4072 -0.6117  0.178
H 0.7609 1.1938 -0.4838  0.233
H -1.4614 -0.6349 -0.8172  0.166
H -0.5423 -1.1183 0.8783  0.214
H 0.8522 -2.2519 -0.6198  0.384
H -0.6427 -0.8012 -2.5199  0.155
H 1.1726 -0.4525 -2.8794  0.183
H -0.0340 -3.0765 -3.1122  0.471


6.
Formula: C5H13NO2
Source: OMol25
Level of theory: the ωB97M-V functional and the def2-TZVPD basis

total charge: 0
strongest force on any atom: 7.6 eV Å⁻¹
ΔE to the lowest compared entry with this formula, charge and spin: 1137.2 kJ/mol
E_tot: -403.1435 hartree
highest occupied orbital energy: -8.8 eV

Each line ends with the natural charge from an NBO analysis.
Atoms and positions in Å:
C -0.5689 1.9387 -0.4689  -0.632
C 0.2767 0.6884 -0.5044  -0.052
C -0.1159 -0.0377 0.7900  -0.187
C -0.9654 -1.3167 0.4992  -0.250
C -2.2281 -1.2055 -0.2860  0.118
O -3.0625 -0.1221 -0.3620  -0.647
N 1.6554 1.0195 -0.4253  -0.833
H -0.2172 2.7013 0.2476  0.212
H -1.6955 1.6541 -0.2595  0.253
H -0.5782 2.4612 -1.4366  0.237
H -0.0386 0.0496 -1.2418  0.188
H 0.8943 -0.5128 1.1385  0.021
H -0.6893 0.5843 1.4683  0.264
H -1.1490 -1.2173 -0.7615  0.283
H -0.2729 -2.1922 0.6845  0.276
H -2.6729 -2.1875 -0.5129  0.201
H 1.8984 1.3176 0.4375  0.332
H 1.3014 -0.8979 1.8378  0.448
H 3.5447 -1.5161 -0.2234  0.452
H 2.1559 0.1433 -0.5075  0.417
O 2.5275 -1.3524 -0.1136  -1.101


7.
Formula: C5H13NO2
Source: OMol25
Level of theory: the ωB97M-V functional and the def2-TZVPD basis

total charge: 0
strongest force on any atom: 0.7 eV Å⁻¹
ΔE to the lowest compared entry with this formula, charge and spin: 44.0 kJ/mol
SMILES string: CC(N)=O.CCCO
E_tot: -403.5598 hartree
highest occupied orbital energy: -9.6 eV

Each line ends with the natural charge from an NBO analysis.
Atoms and positions in Å:
C 1.7017 -2.5754 1.5772  -0.717
C 1.2390 -1.2462 1.0139  0.676
N 0.4560 -1.3655 -0.0799  -0.845
O 1.5265 -0.1724 1.5005  -0.636
H 2.2652 -2.4105 2.4915  0.237
H 2.3382 -3.0783 0.8516  0.223
H 0.8454 -3.2109 1.7917  0.224
H 0.3236 -2.2655 -0.5093  0.383
H 0.2789 -0.5372 -0.6359  0.428
C -2.2244 0.8927 -1.0298  -0.606
C -1.2721 1.4217 0.0356  -0.425
C 0.0283 1.9783 -0.5552  -0.068
O 0.5880 1.0588 -1.4854  -0.745
H -1.8021 0.0223 -1.5291  0.204
H -2.4075 1.6515 -1.7816  0.202
H -3.1724 0.6105 -0.5783  0.209
H -1.0308 0.6346 0.7456  0.216
H -1.7472 2.2326 0.5869  0.208
H -0.1784 2.9228 -1.0729  0.155
H 0.7296 2.1625 0.2635  0.192
H 1.5147 1.2736 -1.6006  0.484


8.
Formula: C5H13NO2
Source: OMol25
Level of theory: the ωB97M-V functional and the def2-TZVPD basis

total charge: 0
strongest force on any atom: 2.3 eV Å⁻¹
ΔE to the lowest compared entry with this formula, charge and spin: 315.0 kJ/mol
SMILES string: C=C/C=C/NC.O.O
E_tot: -403.4567 hartree
highest occupied orbital energy: -7.7 eV

Each line ends with the natural charge from an NBO analysis.
Atoms and positions in Å:
C 2.4678 1.5651 -1.7313  -0.417
C 1.5706 1.6621 -0.7645  -0.206
C 0.1188 1.4445 -1.0385  -0.313
C -0.6671 0.8505 -0.1482  0.032
N -2.0140 0.4744 -0.4130  -0.652
C -2.1706 -0.9683 -0.3001  -0.413
H 3.5558 1.4952 -1.6908  0.195
H 2.3673 1.5130 -2.8208  0.195
H 1.8281 1.9076 0.2665  0.203
H -0.2482 1.8667 -1.9587  0.209
H -0.4016 0.4717 0.8281  0.199
H -2.6464 0.9216 -1.0411  0.384
H -1.2695 -1.4851 0.0145  0.212
H -2.8963 -1.3271 0.4505  0.186
H -2.6298 -1.4174 -1.1995  0.181
O -1.0384 -1.3164 2.5099  -0.984
H -1.2723 -1.9307 3.1973  0.475
H -0.0919 -1.3690 2.2569  0.498
O 1.5488 -1.6545 1.4325  -0.948
H 1.9113 -1.8949 0.5693  0.488
H 1.9774 -0.8091 1.5810  0.478


9.
Formula: C5H13NO2
Source: OMol25
Level of theory: the ωB97M-V functional and the def2-TZVPD basis

total charge: 0
strongest force on any atom: 2.4 eV Å⁻¹
ΔE to the lowest compared entry with this formula, charge and spin: 136.3 kJ/mol
SMILES string: COC(C)=O.CNC
E_tot: -403.5247 hartree
highest occupied orbital energy: -8.8 eV

Each line ends with the natural charge from an NBO analysis.
Atoms and positions in Å:
C -2.0913 0.1252 0.1915  -0.274
O -1.3719 0.6281 1.3112  -0.521
C -0.3462 1.5152 1.0379  0.804
C 0.1406 2.1460 2.3199  -0.715
O -0.1231 1.9723 -0.0558  -0.600
H -2.4915 0.9477 -0.4063  0.185
H -2.8939 -0.4978 0.5826  0.188
H -1.4056 -0.4676 -0.4257  0.217
H -0.3154 3.1285 2.4265  0.244
H 1.2158 2.2982 2.2627  0.231
H -0.1327 1.5370 3.1758  0.231
C 0.7193 -2.4688 -0.8068  -0.418
N 0.8021 -0.9809 -0.6264  -0.632
C 1.1218 -0.2985 -1.8711  -0.424
H 1.6633 -2.8500 -1.2222  0.168
H -0.0693 -2.6717 -1.5308  0.190
H 0.5046 -2.9730 0.1331  0.201
H 1.5222 -0.7818 0.0635  0.350
H 2.0863 -0.6011 -2.3019  0.161
H 0.3149 -0.4791 -2.5824  0.187
H 1.1499 0.7722 -1.6753  0.227


10.
Formula: C5H13NO2
Source: OMol25
Level of theory: the ωB97M-V functional and the def2-TZVPD basis

total charge: 0
strongest force on any atom: 0.5 eV Å⁻¹
ΔE to the lowest compared entry with this formula, charge and spin: 172.3 kJ/mol
SMILES string: CO[C@@H](C)N.CC=O
E_tot: -403.5110 hartree
highest occupied orbital energy: -9.4 eV

Each line ends with the natural charge from an NBO analysis.
Atoms and positions in Å:
C 1.3334 -1.8777 -1.2087  -0.254
O 1.7724 -1.1711 -0.0739  -0.543
C 1.0480 0.0101 0.1896  0.254
C 1.6691 0.6326 1.4344  -0.625
N 1.1018 0.9124 -0.9363  -0.864
H 0.2704 -2.1356 -1.1243  0.153
H 1.9257 -2.7887 -1.2477  0.192
H 1.4871 -1.2971 -2.1216  0.183
H -0.0083 -0.2870 0.4134  0.114
H 1.6802 -0.0960 2.2387  0.222
H 2.6910 0.9216 1.2104  0.220
H 1.1007 1.5051 1.7455  0.202
H 0.2838 0.8339 -1.5311  0.389
H 1.1907 1.8734 -0.6374  0.364
C -2.7162 0.7399 0.7589  -0.727
C -2.2000 0.0282 -0.4516  0.448
O -1.7414 0.5594 -1.4282  -0.546
H -2.4894 1.8011 0.7093  0.232
H -2.2919 0.3048 1.6610  0.235
H -3.7949 0.6037 0.8029  0.241
H -2.3123 -1.0730 -0.4035  0.108


- Look up the E_tot of the first one.
  -403.4747 hartree


Copy entry 9 word for word.
Formula: C5H13NO2
Source: OMol25
Level of theory: the ωB97M-V functional and the def2-TZVPD basis

total charge: 0
strongest force on any atom: 2.4 eV Å⁻¹
ΔE to the lowest compared entry with this formula, charge and spin: 136.3 kJ/mol
SMILES string: COC(C)=O.CNC
E_tot: -403.5247 hartree
highest occupied orbital energy: -8.8 eV

Each line ends with the natural charge from an NBO analysis.
Atoms and positions in Å:
C -2.0913 0.1252 0.1915  -0.274
O -1.3719 0.6281 1.3112  -0.521
C -0.3462 1.5152 1.0379  0.804
C 0.1406 2.1460 2.3199  -0.715
O -0.1231 1.9723 -0.0558  -0.600
H -2.4915 0.9477 -0.4063  0.185
H -2.8939 -0.4978 0.5826  0.188
H -1.4056 -0.4676 -0.4257  0.217
H -0.3154 3.1285 2.4265  0.244
H 1.2158 2.2982 2.2627  0.231
H -0.1327 1.5370 3.1758  0.231
C 0.7193 -2.4688 -0.8068  -0.418
N 0.8021 -0.9809 -0.6264  -0.632
C 1.1218 -0.2985 -1.8711  -0.424
H 1.6633 -2.8500 -1.2222  0.168
H -0.0693 -2.6717 -1.5308  0.190
H 0.5046 -2.9730 0.1331  0.201
H 1.5222 -0.7818 0.0635  0.350
H 2.0863 -0.6011 -2.3019  0.161
H 0.3149 -0.4791 -2.5824  0.187
H 1.1499 0.7722 -1.6753  0.227